Record 1
The following is a quantum chemistry calculation of CNa9O3 as an isolated structure at a distorted geometry, from OMol25.

The geometry in XYZ format:
```
13
Properties=species:S:1:pos:R:3:forces:R:3:nbo_charge:R:1
Na 2.3542 -2.0525 0.5266 1.8 -0.9 0.5 1.00
Na -0.7606 2.2672 2.4396 -0.4 1.5 1.2 1.00
Na 0.3736 -2.5721 -1.5993 -0.4 -0.7 -1.6 0.99
Na -2.6673 -2.6141 -0.2612 -1.5 -1.1 -0.5 1.00
Na 2.1641 1.9046 0.8232 1.0 0.9 0.2 0.99
Na 2.8468 0.1317 -2.1975 1.0 0.3 -1.5 1.00
Na -0.2796 -1.3243 2.1748 -0.4 -0.8 1.4 1.00
Na -2.9111 0.6293 0.7037 -1.5 0.5 -0.5 0.99
Na -0.5899 3.2520 -1.5737 -0.5 1.3 -1.0 1.00
C -0.1297 0.1092 -0.2811 -0.8 -0.2 0.3 0.95
O -1.0724 -0.7390 -0.2944 -1.0 -1.6 0.9 -0.96
O -0.3579 1.2748 0.1734 0.4 1.3 0.9 -0.96
O 1.0297 -0.2668 -0.6342 2.2 -0.6 0.0 -0.99
```
Positions in Å, forces in eV/Å.

Properties
energy relative to the best compared isomer or geometry (same formula, charge and spin)	314.81	kcal per mole
DFT total energy	-46830.240	eV
total charge	+7

Record 2
The following is a quantum chemistry calculation of a 2-piece molecular cluster, CO3S overall at a distorted geometry, from OMol25.

The geometry in XYZ format:
```
5
Properties=species:S:1:pos:R:3:forces:R:3:nbo_charge:R:1
C -0.5921 1.5577 0.0204 -0.2 0.4 -1.2 0.47
O -0.5603 1.6129 -1.1079 -0.2 0.3 1.0 -0.47
O 1.0899 -0.5349 -0.5098 0.2 -0.3 1.7 -0.83
O -0.5267 -1.7499 0.7855 -1.2 -0.9 0.6 -0.83
S 0.5891 -0.8859 0.8118 1.4 0.5 -2.2 1.66
```
Positions in Å, forces in eV/Å.

Properties
energy relative to the best compared isomer or geometry (same formula, charge and spin)	0.08	kcal per mole
DFT total energy	-18013.631	eV
total charge	0

Record 3
The following is a quantum chemistry calculation of one molecule with the formula CO3S3 at a distorted geometry, from OMol25.

The geometry in XYZ format:
```
7
Properties=species:S:1:pos:R:3:forces:R:3:mulliken_spin:R:1
C -0.7963 -1.2812 -1.5895 -0.3 0.9 0.9 0.29
O 1.2603 1.3675 -0.0634 0.4 0.3 -0.1 0.04
O -0.5357 1.5942 1.6032 -0.1 0.4 0.3 0.03
O 0.9233 -0.3789 1.6322 0.2 -0.1 0.2 0.03
S -0.3708 -2.4076 -2.5520 0.6 -1.4 -1.2 0.84
S -1.2642 -0.1664 -0.5901 -0.4 0.4 0.4 0.68
S 0.4877 0.8167 0.9955 -0.3 -0.6 -0.5 0.08
```
Positions in Å, forces in eV/Å.

Properties
energy relative to the best compared isomer or geometry (same formula, charge and spin)	23.73	kcal per mole
expectation value of S²	2.0327
DFT total energy	-39680.307	eV
spin multiplicity	3
total charge	0

Record 4
The following is a quantum chemistry calculation of one molecule with the formula CO4S2 at a distorted geometry, from OMol25.

The geometry in XYZ format:
```
7
Properties=species:S:1:pos:R:3:forces:R:3:mulliken_spin:R:1
C 1.2240 -0.4541 -1.0940 0.4 -3.1 -0.1 0.46
O 1.4114 1.8734 0.1755 -1.1 -0.8 -0.5 0.09
O -0.8899 0.6170 0.0358 -0.1 1.3 0.2 0.04
O -1.3128 -1.0253 1.9215 0.8 -0.4 2.9 0.32
O 0.7294 -1.4993 -0.8725 0.9 2.1 -0.5 0.15
S 0.4217 1.2740 -0.7222 0.2 1.0 0.6 0.27
S -1.5838 -0.7857 0.5559 -1.1 -0.2 -2.6 0.66
```
Positions in Å, forces in eV/Å.

Properties
energy relative to the best compared isomer or geometry (same formula, charge and spin)	19.56	kcal per mole
expectation value of S²	2.0115
DFT total energy	-30892.833	eV
spin multiplicity	3
total charge	0

Record 5
The following is a quantum chemistry calculation of CO4S3 as an isolated structure at a distorted geometry, from OMol25.

The geometry in XYZ format:
```
8
Properties=species:S:1:pos:R:3:forces:R:3:nbo_charge:R:1
C 1.1727 0.2297 -0.1035 4.3 -2.6 -1.5 0.55
O -0.8529 -0.5396 1.2231 -0.4 -0.2 0.2 -1.00
O 1.2859 -0.9465 -0.5060 -1.0 1.9 0.7 -0.67
O 0.0896 1.0007 -0.3175 -1.1 0.2 -0.8 -0.72
O -1.4059 -0.8970 -1.1589 0.4 1.5 1.1 -0.98
S 2.4942 1.1067 0.4835 0.9 0.9 0.8 -0.58
S -2.6546 1.3237 0.1002 -0.5 0.7 -0.1 -0.74
S -1.1721 0.0603 -0.0547 -2.7 -2.5 -0.4 2.14
```
Positions in Å, forces in eV/Å.

Properties
energy relative to the best compared isomer or geometry (same formula, charge and spin)	15.58	kcal per mole
DFT total energy	-41732.800	eV
total charge	-2

Record 6
The following is a quantum chemistry calculation of a 2-piece molecular cluster, CO6S overall at a distorted geometry, from OMol25.

The geometry in XYZ format:
```
8
Properties=species:S:1:pos:R:3:forces:R:3:nbo_charge:R:1
C -1.8163 0.6729 -0.1031 0.1 0.6 0.3 1.03
O -2.7146 -0.0219 -0.1368 -2.2 -1.8 -0.3 -0.51
O 3.0347 -0.0265 -0.5357 -0.2 -0.4 -0.8 -0.81
O -0.9307 1.3870 -0.0207 -1.3 1.9 -0.9 -0.51
O -0.1785 -1.4856 0.3612 -0.5 -0.2 0.1 -0.20
O 1.0029 1.1341 0.4733 3.7 -3.1 -0.2 -0.75
O 1.1039 -1.4681 0.0826 -0.8 -1.1 -0.8 -0.32
S 1.8210 -0.0604 0.2113 1.1 4.2 2.6 2.07
```
Positions in Å, forces in eV/Å.

Properties
energy relative to the best compared isomer or geometry (same formula, charge and spin)	72.92	kcal per mole
DFT total energy	-24150.308	eV
total charge	0

Record 7
The following is a quantum chemistry calculation of COS3 as an isolated structure at a distorted geometry, from OMol25.

The geometry in XYZ format:
```
5
Properties=species:S:1:pos:R:3:forces:R:3:nbo_charge:R:1
C 0.3609 -0.3838 0.1215 0.6 -0.3 0.3 -0.02
O -0.9035 -0.1748 0.5362 -0.1 -0.7 0.7 -0.62
S 1.4014 -1.4855 0.7266 -0.7 0.7 -0.6 -0.01
S 0.5877 0.8520 -1.1076 -1.4 0.2 0.6 0.21
S -1.4465 1.1921 -0.2768 1.6 0.0 -1.0 0.43
```
Positions in Å, forces in eV/Å.

Properties
energy relative to the best compared isomer or geometry (same formula, charge and spin)	2.14	kcal per mole
DFT total energy	-35588.340	eV
total charge	0

Record 8
The following is a quantum chemistry calculation of Ca4H8N5O19 as an isolated structure at a distorted geometry, from OMol25.

The geometry in XYZ format:
```
36
Properties=species:S:1:pos:R:3:forces:R:3:nbo_charge:R:1
Ca -2.9869 7.4156 -8.7549 -0.3 -0.1 0.0 1.73
Ca -2.4692 -0.1792 -1.9642 -0.2 0.4 -0.1 1.57
Ca -4.2231 -2.2435 -12.1164 -0.3 0.4 0.0 1.54
Ca -10.1616 5.5857 -7.7996 0.2 0.0 0.1 1.60
N -1.5755 6.1250 -2.8542 1.0 2.2 0.0 0.73
O -1.5747 4.9663 -2.6560 -0.8 -6.9 0.1 -0.44
O -1.8765 6.6059 -3.9129 -1.1 1.2 -2.8 -0.50
O -1.1580 6.7724 -1.9435 0.9 3.2 2.5 -0.37
N -7.4420 7.8245 -2.6316 4.2 1.6 2.0 0.71
O -7.4081 7.0570 -1.6784 -1.6 -1.3 0.0 -0.43
O -7.6743 7.5357 -3.7847 -1.9 -1.3 -2.2 -0.48
O -6.8810 8.9234 -2.4407 -0.9 0.8 -0.2 -0.40
N -7.2962 9.0574 -12.0241 -0.8 1.6 -0.6 0.71
O -6.4043 9.8758 -12.1570 1.4 0.6 -0.2 -0.46
O -8.2912 9.0969 -12.7276 -0.5 -0.5 -0.3 -0.42
O -7.2226 8.2500 -11.0916 0.3 -2.0 1.8 -0.57
N -4.4568 2.0565 -7.6547 1.2 -1.4 -0.7 0.72
O -4.4278 1.3868 -6.6272 -0.1 -1.0 1.2 -0.56
O -4.0577 1.5648 -8.7301 0.1 -0.6 -0.8 -0.60
O -4.8156 3.2078 -7.6300 -1.1 3.0 0.1 -0.56
N -8.5485 2.1598 -12.8094 -0.1 3.9 -1.7 0.72
O -7.9142 1.1852 -12.9936 2.6 -5.1 -1.6 -0.42
O -8.7863 2.9252 -13.7574 -0.6 -0.2 0.1 -0.39
O -8.7825 2.4650 -11.6775 -1.7 1.3 3.4 -0.46
O 0.6192 4.5714 -9.2552 -0.4 0.3 0.0 -0.96
H 0.6483 3.9672 -9.9970 0.0 -0.1 -0.2 0.48
H 1.3548 4.3081 -8.7022 0.2 0.0 0.2 0.49
O -9.8696 2.0926 -4.9230 0.0 0.3 -0.4 -0.96
H -9.0088 1.9045 -4.5490 0.3 0.0 0.1 0.48
H -10.4871 1.6592 -4.3338 -0.3 -0.1 0.1 0.48
O -3.4032 -3.7725 -4.4032 0.2 0.5 0.2 -0.96
H -3.9739 -3.5904 -5.1498 -0.2 0.1 -0.2 0.48
H -3.6576 -4.6492 -4.1150 0.0 -0.3 0.1 0.49
O -6.4087 1.9876 -1.1008 0.4 -0.4 -0.2 -0.97
H -7.2592 1.6808 -0.7866 -0.2 -0.1 0.1 0.48
H -6.3787 2.9107 -0.8494 0.0 0.4 0.1 0.49
```
Positions in Å, forces in eV/Å.

Properties
DFT total energy	-120174.549	eV
total charge	+3

Record 9
The following is a quantum chemistry calculation of CaH4N4O14 as an isolated structure at a distorted geometry, from OMol25.

The geometry in XYZ format:
```
23
Properties=species:S:1:pos:R:3:forces:R:3:nbo_charge:R:1
Ca 0.3216 -0.1378 -0.1423 -1.3 0.3 0.2 1.84
N 1.9444 3.0380 -0.7301 -0.5 0.7 -1.2 0.73
O 2.8576 3.6423 -0.1385 -0.2 -0.5 0.2 -0.53
O 1.4295 3.5203 -1.7600 0.5 -0.5 0.8 -0.49
O 1.5240 1.9204 -0.3043 0.6 -0.2 0.5 -0.67
N -2.0846 1.9454 -0.8030 -0.6 0.7 0.7 0.72
O -1.2614 1.1026 -1.3041 -0.2 0.1 -0.1 -0.68
O -1.6362 2.9714 -0.2343 -0.2 -1.0 -0.4 -0.52
O -3.3061 1.7427 -0.8723 1.0 0.1 -0.4 -0.47
N 1.2650 -3.4404 0.6902 0.0 -0.9 0.3 0.73
O 0.6405 -4.3334 0.0984 0.4 0.6 0.2 -0.49
O 1.0868 -2.2280 0.3690 0.3 0.0 -0.1 -0.68
O 2.0707 -3.7162 1.6072 -0.4 0.4 -0.5 -0.53
N -2.9823 -1.5316 0.9571 0.0 -0.4 0.0 0.72
O -2.9587 -2.6829 1.4388 0.0 0.4 -0.1 -0.53
O -4.0357 -0.8856 0.8889 0.4 -0.2 0.1 -0.50
O -1.8984 -1.0343 0.5145 0.1 0.2 0.2 -0.67
O 1.3544 -0.4611 -2.2331 0.3 -0.3 -0.6 -0.97
H 2.2909 -0.3910 -2.4430 -0.1 0.1 0.2 0.49
H 0.9112 -0.5722 -3.0811 -0.2 0.1 0.2 0.50
O 0.7381 0.3812 2.1377 0.3 0.3 0.5 -0.97
H 0.3563 0.0807 2.9688 -0.1 -0.2 -0.2 0.50
H 1.3721 1.0695 2.3755 -0.1 0.1 -0.3 0.50
```
Positions in Å, forces in eV/Å.

Properties
energy relative to the best compared isomer or geometry (same formula, charge and spin)	18.20	kcal per mole
DFT total energy	-53121.599	eV
total charge	-2

Record 10
The following is a quantum chemistry calculation of Cd2Cs2I8NO3 as an isolated structure at a distorted geometry, from OMol25.

The geometry in XYZ format:
```
16
Properties=species:S:1:pos:R:3:forces:R:3:nbo_charge:R:1
Cs 2.4931 -1.7254 2.6629 -0.4 -0.1 0.1 0.71
Cs 2.7088 2.4455 0.5337 -0.2 -0.3 0.0 0.48
Cd 0.5768 -1.7198 -3.0050 -2.1 0.8 0.6 1.27
Cd -1.6842 0.6939 5.2861 -0.9 0.3 -0.3 1.28
I -4.6862 3.4325 -7.5756 -1.2 2.1 -1.6 -0.66
I -4.1272 2.0310 5.5092 0.5 -0.3 0.1 -0.74
I -3.5345 1.4216 -6.0433 1.0 -1.9 1.5 -0.51
I 5.2942 -0.0775 1.3347 0.1 0.2 -0.1 -0.97
I -1.2824 -1.8557 4.5469 0.0 -0.4 0.1 -0.76
I 0.5390 2.0209 4.6728 0.6 0.4 0.0 -0.77
I 2.5765 -2.8126 -4.0906 1.2 -0.6 -0.5 -0.72
I -2.0173 -0.7865 -3.3329 0.8 -0.5 0.0 -0.66
N 0.7435 -0.7592 -0.1122 1.5 -0.4 -0.3 0.72
O 0.7072 -0.0806 0.9376 -0.2 0.3 -0.7 -0.56
O 0.8637 -0.2442 -1.2511 -0.2 1.6 0.4 -0.59
O 0.8290 -1.9839 -0.0731 -0.5 -1.1 0.7 -0.52
```
Positions in Å, forces in eV/Å.

Properties
DFT total energy	-82668.921	eV
total charge	-3